Computed, not measured: a structure of composition C17H49N11O10Zn, with wB97M-V/def2-TZVPD.

Positions of all 88 atoms, in Å:
Zn (-0.13873, 0.58820, 1.46012)
C (0.33318, -1.35702, -0.02915)
O (0.52233, -2.43140, -0.65963)
O (0.82573, -1.16144, 1.15383)
O (-0.58239, -0.48468, -0.35420)
C (-1.85414, -4.59383, 1.29588)
O (-2.27333, -5.07211, 2.34365)
N (-0.54298, -4.61870, 0.91863)
N (-2.65457, -3.91024, 0.42160)
H (-0.24162, -3.96463, 0.20722)
H (0.14877, -5.14736, 1.41460)
H (-2.35402, -3.61997, -0.49386)
H (-3.63205, -3.75572, 0.57991)
C (-4.23697, 0.78841, -0.51840)
O (-4.14701, 0.66491, 0.70310)
N (-3.14520, 0.89441, -1.33364)
N (-5.43992, 0.84467, -1.16336)
H (-3.22498, 0.98378, -2.33124)
H (-2.27215, 0.47478, -1.01665)
H (-6.27514, 0.91080, -0.61328)
H (-5.45723, 1.09746, -2.13438)
C (3.36210, -4.03552, 1.07969)
O (4.38333, -4.65260, 1.33543)
N (2.43680, -3.63070, 2.01670)
N (3.04899, -3.62438, -0.19324)
H (1.70841, -3.00373, 1.69965)
H (2.49652, -3.84287, 2.99181)
H (3.78414, -3.89576, -0.82019)
H (2.17087, -3.17114, -0.43244)
C (-1.17046, -2.21280, -3.84724)
O (-1.45203, -2.01857, -5.02210)
N (-1.99130, -1.76461, -2.82938)
N (-0.03188, -2.81333, -3.40055)
H (-1.61623, -1.69789, -1.89421)
H (-2.80949, -1.28328, -3.14646)
H (0.60161, -3.14616, -4.10238)
H (0.21424, -2.74405, -2.41656)
C (3.35046, 2.95781, 0.37337)
C (2.33736, 1.99304, 0.95118)
C (2.08950, 2.26717, 2.42395)
O (1.23243, 1.22287, 2.92414)
C (1.88354, 0.26838, 3.75154)
N (1.02807, 2.00107, 0.27836)
H (3.07957, 4.01293, 0.39101)
H (3.67912, 2.68230, -0.63350)
H (4.31874, 2.83246, 0.87899)
H (2.71067, 0.96696, 0.87401)
H (1.54038, 3.21185, 2.55160)
H (2.93792, 2.38860, 3.09769)
H (2.67594, -0.22632, 3.19002)
H (1.15062, -0.44798, 4.11951)
H (2.28363, 0.71501, 4.66882)
H (0.72324, 2.97597, 0.22877)
H (1.15680, 1.77026, -0.72850)
C (-2.65677, 2.82552, 3.93609)
C (-1.86556, 1.69686, 3.31801)
C (-2.26367, 0.26871, 3.69413)
O (-1.47489, -0.55108, 2.81771)
C (-1.40828, -1.89341, 3.30638)
N (-1.81491, 1.79218, 1.84512)
H (-3.74002, 2.74377, 3.80264)
H (-2.35651, 3.82189, 3.60412)
H (-2.53007, 2.87531, 5.02434)
H (-0.86798, 1.74078, 3.76125)
H (-3.34582, 0.12236, 3.61108)
H (-1.96159, 0.04205, 4.71830)
H (-1.24516, -1.95901, 4.38458)
H (-0.58660, -2.41828, 2.82346)
H (-2.33395, -2.40067, 3.03018)
H (-2.59723, 1.28327, 1.37851)
H (-2.00293, 2.75478, 1.58723)
C (-0.07859, 1.66928, -3.27687)
C (1.36278, 1.26187, -3.48518)
C (2.22421, 2.45883, -3.85434)
O (1.82204, 2.89048, -5.12717)
C (2.70727, 3.76954, -5.77619)
N (1.90520, 0.68890, -2.21248)
H (-0.66841, 0.76117, -3.12117)
H (-0.46664, 2.14914, -4.17413)
H (-0.20892, 2.28684, -2.38849)
H (1.51993, 0.49262, -4.24498)
H (3.29143, 2.21839, -3.75604)
H (2.00880, 3.27941, -3.14539)
H (3.74474, 3.41082, -5.76697)
H (2.68818, 4.75395, -5.29378)
H (2.40783, 3.82196, -6.81978)
H (2.77276, 0.25523, -2.52399)
H (1.34810, -0.09878, -1.88641)

Results
**Strongest force on any atom**: 2.8 eV Å⁻¹
**Charge**: 0
**LUMO**: -0.3583 eV
**Relative energy (zero: lowest compared OMol25 entry of this formula, charge and spin)**: 0.00 kJ/mol
**E_tot**: -3811.44543 a.u.
**HOMO level**: -0.327 Eh

Computed, not measured: a structure of composition CH5FN4, with wB97M-V/def2-TZVPD.

Positions of all 11 atoms, in Å:
C (-1.86775, -0.20272, -0.05214)
N (-2.40894, -1.00864, 0.63839)
N (-1.07634, 0.66961, -0.36884)
N (1.84058, 0.85167, 0.42500)
N (2.04128, -0.07567, -0.45995)
F (1.14137, -1.37377, 0.00778)
H (-3.04467, -1.70441, 0.48956)
H (-1.24252, 1.16592, -1.35582)
H (1.45357, 0.09717, -1.29427)
H (2.38834, 0.49053, 1.26723)
H (0.77508, 1.09032, 0.70308)

Results
**Strongest force on any atom**: 4.9 eV Å⁻¹
**Charge**: 0
**LUMO**: 0.6235 eV
**Relative energy (zero: lowest compared OMol25 entry of this formula, charge and spin)**: 126.78 kJ/mol
**E_tot**: -359.84549 a.u.
**HOMO level**: -0.366 Eh